No. 1
Entry from the OMol25 dataset: a gas-phase ion, C8H11N3 (charge +2) at a distorted geometry (ωB97M-V/def2-TZVPD).

The geometry in XYZ format:
```
22
C8H11N3, DFT ωB97M-V/def2-TZVPD
C 1.476 2.239 0.227
C 2.506 1.378 0.255
C 0.153 1.969 -0.043
C 2.507 -0.011 -0.114
C -0.570 0.888 0.039
C 1.566 -2.991 -0.945
C -2.354 -0.184 1.332
C -2.104 -0.720 -0.934
N 1.486 -1.911 -0.528
N 1.376 -0.697 -0.277
N -1.534 0.067 0.121
H 1.784 3.205 0.485
H 3.562 1.896 0.401
H -0.408 2.896 -0.376
H 3.436 -0.523 0.001
H 1.627 -3.992 -1.103
H -2.055 -1.079 1.839
H -2.307 0.580 2.091
H -3.312 -0.541 0.960
H -2.907 -0.039 -1.306
H -1.375 -0.834 -1.634
H -2.553 -1.596 -0.490
```

F_max   5.9 eV/A
ΔE to the lowest compared entry with this formula, charge and spin   402.9 kJ/mol
SMILES string   C#[N+]/N=C/C=C\C=C=[N+](C)C
Kohn-Sham gap   8.00 eV
HOMO level   -17.681 eV
Net charge   +2
Electronic energy   -12921.397 eV
Multiplicity   1



No. 2
Entry from the OMol25 dataset: a molecular structure, C33H42BrN5OPb at a distorted geometry (ωB97M-V/def2-TZVPD).

The geometry in XYZ format:
```
83
C33H42BrN5OPb, DFT ωB97M-V/def2-TZVPD
Pb -2.456 -1.092 -0.941
C 2.085 -2.751 5.984
C 2.666 -2.909 4.597
C 3.985 -2.118 4.573
C 2.964 -4.439 4.383
C 1.775 -2.538 3.462
C 0.334 -2.477 3.570
C -0.313 -1.876 2.571
Br -2.150 -1.635 2.546
C 0.411 -1.315 1.392
O -0.110 -0.450 0.656
C 1.744 -1.932 1.121
C 2.347 -2.504 2.164
C 2.335 -1.935 -0.294
C 3.623 -2.783 -0.402
C 2.565 -0.529 -0.831
C 1.281 -2.689 -1.151
H 2.862 -2.843 6.749
H 1.401 -3.538 6.207
H 1.627 -1.772 6.211
H 4.593 -2.437 5.395
H 3.786 -1.020 4.706
H 4.533 -2.299 3.654
H 3.494 -4.789 5.252
H 3.548 -4.634 3.494
H 2.022 -5.009 4.394
H -0.162 -2.827 4.484
H 3.320 -2.937 1.998
H 4.432 -2.402 0.211
H 3.940 -2.826 -1.441
H 3.465 -3.865 -0.068
H 3.092 0.117 -0.075
H 1.583 -0.055 -0.938
H 3.145 -0.545 -1.773
H 1.188 -3.685 -0.746
H 1.623 -2.717 -2.173
H 0.317 -2.187 -1.074
C -0.490 3.571 -1.859
C 0.220 2.200 -1.896
C -0.037 1.423 -3.178
C 0.963 1.377 -4.169
C 0.706 0.758 -5.352
C -0.478 0.061 -5.543
C -1.478 0.069 -4.603
C -2.769 -0.589 -4.877
C -3.765 0.426 -5.478
C -1.271 0.790 -3.409
N -2.229 0.746 -2.332
C -3.167 1.615 -2.063
C -4.044 1.417 -0.969
C -5.104 2.176 -0.422
C -5.791 1.338 0.494
C -5.071 0.146 0.527
N -3.998 0.179 -0.322
H -0.080 4.267 -1.085
H -1.544 3.487 -1.659
H -0.446 4.102 -2.805
H -0.172 1.599 -1.058
H 1.292 2.318 -1.717
H 1.966 1.828 -3.955
H 1.473 0.758 -6.153
H -0.573 -0.521 -6.479
H -3.257 -1.027 -4.016
H -2.646 -1.424 -5.595
H -4.119 1.132 -4.739
H -4.640 -0.093 -5.839
H -3.343 0.911 -6.337
H -3.260 2.543 -2.631
H -5.400 3.171 -0.696
H -6.655 1.581 1.085
H -5.321 -0.725 1.106
N 1.678 4.975 1.707
C 0.506 4.223 1.683
C 0.428 2.843 1.574
N -0.751 2.221 1.511
C -1.849 2.975 1.660
C -1.764 4.335 1.788
N -0.609 4.974 1.797
H 2.560 4.563 1.521
H 1.615 5.973 1.942
H 1.301 2.189 1.499
H -2.809 2.424 1.628
H -2.674 4.936 1.850
```

F_max   3.3 eV/A
ΔE to the lowest compared entry with this formula, charge and spin   223.1 kJ/mol
Kohn-Sham gap   3.52 eV
HOMO level   -12.727 eV
Net charge   +2
Electronic energy   -119674.550 eV
Multiplicity   1



No. 3
Entry from the OMol25 dataset: 2 unconnected molecules or ions with the total composition C4H2O2 at a distorted geometry (ωB97M-V/def2-TZVPD).

The geometry in XYZ format:
```
8
C4H2O2, DFT ωB97M-V/def2-TZVPD
C -0.701 -2.501 1.442
C -0.474 -1.535 0.662
C 0.220 1.992 -0.039
C -0.024 -0.876 -0.382
O -0.089 1.941 -1.123
O 0.526 2.086 1.040
H 1.068 -0.556 -0.379
H -0.525 -0.551 -1.221
```

F_max   4.0 eV/A
ΔE to the lowest compared entry with this formula, charge and spin   189.7 kJ/mol
Kohn-Sham gap   8.53 eV
HOMO level   -10.357 eV
Electronic energy   -8270.562 eV
Multiplicity   1



No. 4
Entry from the OMol25 dataset: 2 unconnected molecules or ions with the total composition C3H8OS at a distorted geometry (ωB97M-V/def2-TZVPD).

The geometry in XYZ format:
```
13
C3H8OS, DFT ωB97M-V/def2-TZVPD
O 0.760 -3.008 1.983
C 0.758 -1.951 1.400
H 1.394 -1.060 1.555
H 0.154 -1.779 0.481
C -1.402 0.589 -0.171
C -0.052 1.146 -0.658
S 1.113 0.047 -1.635
H -1.266 -0.235 0.455
H -2.050 0.351 -1.098
H -1.843 1.441 0.366
H -0.195 2.153 -1.168
H 0.514 1.353 0.255
H 2.116 0.954 -1.764
```

F_max   3.7 eV/A
ΔE to the lowest compared entry with this formula, charge and spin   123.2 kJ/mol
SMILES string   C=O.CCS
Kohn-Sham gap   10.01 eV
HOMO level   -9.350 eV
Electronic energy   -16121.960 eV
Multiplicity   1



No. 5
Entry from the OMol25 dataset: 2 unconnected molecules or ions with the total composition C4H9N2S at a distorted geometry (ωB97M-V/def2-TZVPD).

The geometry in XYZ format:
```
16
C4H9N2S, DFT ωB97M-V/def2-TZVPD
C -0.005 0.737 -0.825
C -2.153 1.382 -1.222
C 2.105 -2.367 1.514
C -1.384 2.521 -0.927
N -1.342 0.348 -1.178
N -0.167 2.112 -0.729
S 0.452 -1.469 1.735
H 0.668 0.360 -1.567
H 0.581 0.260 0.121
H -3.201 1.297 -1.264
H 2.643 -1.447 1.221
H 1.911 -3.041 0.641
H 2.641 -2.959 2.299
H 0.696 -0.615 2.658
H -1.699 3.526 -1.241
H -1.748 -0.645 -1.234
```

F_max   4.2 eV/A
ΔE to the lowest compared entry with this formula, charge and spin   322.2 kJ/mol
Kohn-Sham gap   7.02 eV
HOMO level   -12.789 eV
Net charge   +1
Electronic energy   -18100.188 eV
Multiplicity   1



No. 6
Entry from the OMol25 dataset: a molecular structure, C16H24CaMnN2O13 at a distorted geometry (ωB97M-V/def2-TZVPD).

The geometry in XYZ format:
```
57
C16H24CaMnN2O13, DFT ωB97M-V/def2-TZVPD
Ca -6.935 -19.674 22.627
Mn -3.321 -21.145 22.589
O -5.090 -20.764 23.652
H -5.559 -21.616 23.552
N -3.907 -18.288 21.538
O -3.683 -17.335 20.785
O -3.060 -19.188 21.665
O -5.072 -18.508 21.827
C -11.346 -19.049 19.545
C -10.081 -18.444 18.787
C -10.047 -16.946 18.752
O -9.270 -16.650 19.957
C -8.573 -17.714 20.277
O -7.657 -17.798 21.132
O -8.830 -18.652 19.425
H -11.186 -20.031 19.989
H -12.196 -19.083 18.863
H -11.660 -18.559 20.466
H -10.058 -18.912 17.803
H -11.061 -16.639 19.010
H -9.653 -16.508 17.834
C -6.877 -14.377 19.585
C -5.774 -13.385 19.814
C -4.461 -14.027 19.634
O -4.265 -13.623 18.251
C -4.916 -12.603 17.869
O -4.717 -12.060 16.785
O -5.898 -12.393 18.829
H -6.656 -14.951 18.685
H -7.816 -13.845 19.433
H -7.189 -14.979 20.438
H -5.851 -12.981 20.823
H -4.446 -15.111 19.749
H -3.747 -13.589 20.332
C 2.267 -20.148 23.525
C 1.840 -20.403 22.069
C 2.017 -21.814 21.619
O 0.704 -22.240 21.855
C -0.142 -21.211 21.814
O -1.338 -21.264 21.541
O 0.508 -20.085 21.914
H 2.651 -19.153 23.750
H 2.953 -20.902 23.914
H 1.414 -20.268 24.193
H 2.431 -19.658 21.536
H 2.847 -22.205 22.208
H 2.104 -21.949 20.541
N 1.431 -14.970 20.428
C 0.179 -14.865 19.953
C -0.690 -15.811 20.496
C 0.018 -16.371 21.580
C 1.315 -15.882 21.484
H 2.154 -14.333 20.124
H 0.018 -14.119 19.189
H -1.755 -15.879 20.333
H -0.393 -17.055 22.307
H 2.082 -16.001 22.234
```

F_max   6.1 eV/A
⟨S²⟩   12.016
Kohn-Sham gap (alpha / beta)   6.23 / 4.71 eV
HOMO level (alpha / beta)   -15.706 / -15.706 eV
Net charge   +3
Electronic energy   -96308.846 eV
Multiplicity   7